No. 1
DFT (ωB97M-V/def2-TZVPD) results for a 11-piece molecular cluster, C13H49O14P overall.

XYZ file:
```
77
Properties=species:S:1:pos:R:3:lowdin_charge:R:1
H 3.7303 -2.8520 -0.6639 0.0584
C -1.6260 -1.9119 -4.4818 -0.1647
H 3.7574 -1.1902 -0.9594 0.0570
O 1.0968 0.5333 -1.1919 -0.1936
H -5.4007 0.8120 2.8445 0.0869
H 0.7343 -0.5291 -2.9892 0.0932
H -2.6587 4.6273 3.8343 0.0785
O -2.6704 2.6179 4.3911 -0.1269
H 2.0566 3.5846 4.3487 0.0821
C 0.9074 -0.6702 -1.9177 -0.0704
H -2.2899 3.4758 2.5643 0.0508
O 1.2086 3.9356 -4.7324 -0.0982
O 0.4706 1.0587 1.2247 -0.2288
H -0.0740 -3.7977 -2.1278 0.0591
O 2.4745 3.9768 2.4499 -0.1107
C 1.5602 3.4265 3.3862 -0.1662
H 4.7209 1.4185 0.3706 0.0700
H -1.7748 -1.9112 -6.3704 0.0702
H 1.0839 4.6562 -4.1097 0.0756
O 1.6556 -4.0284 0.1788 -0.1346
H 2.7056 3.2810 1.8208 0.0440
H 5.8689 -1.0240 -0.2087 0.0630
C -0.1019 0.1039 2.1182 -0.0841
H 1.3982 2.3482 3.3200 0.0531
H -0.2526 -4.5990 0.7489 0.0811
P -0.0027 1.2251 -0.3038 0.4016
H 2.2660 -4.4429 0.7914 0.0773
H -3.2685 0.1986 2.2374 0.0768
H -1.4282 3.4545 0.4643 0.0745
H 2.5037 3.0733 -3.2906 0.0806
H -3.2608 1.8976 4.1357 0.0188
H -2.0043 -3.6064 -1.1947 0.0241
C -3.7812 -1.6771 -0.9368 -0.1434
O -2.0232 -4.3689 -1.7953 -0.1317
H 1.8227 -1.2608 -1.9271 0.0768
H -3.9827 3.7130 3.1953 0.0807
C -2.9209 3.6451 3.4388 -0.1501
C 1.6972 2.8427 -3.9959 -0.1848
H 0.5555 3.8522 3.4440 0.0699
C -0.7002 -4.6921 -2.1862 -0.1721
H 4.8064 0.4313 2.6586 0.0845
O -1.1826 -1.4618 -5.7619 -0.1099
H -0.2750 -5.4339 -1.5060 0.0693
H 0.9319 2.3999 -3.3463 0.0562
H -4.0627 -0.6324 -0.7710 0.0815
C 3.9458 0.7108 2.0434 -0.1390
H -3.1094 -0.4599 3.9694 0.0919
C -0.4351 3.7519 0.1330 -0.0772
O -4.8782 0.5685 3.6145 -0.1145
H 0.0114 -2.8355 0.3719 0.0527
H -0.8167 -2.3574 -3.8939 0.0533
H -0.6286 4.5748 -0.5623 0.0942
H 0.5863 -3.6293 1.8977 0.0846
O -1.3941 0.7890 -0.4514 -0.2211
H 0.0563 -1.1973 -1.4868 0.0651
H -0.6257 -0.7668 1.7097 0.0739
O 4.2805 1.7628 1.1483 -0.1122
H -2.0315 -1.0834 -3.8894 0.0769
H 3.5895 -0.1629 1.4963 0.0718
C -3.7545 -0.1694 3.1426 -0.1635
H -0.6520 -5.0919 -3.1972 0.0795
O 5.4656 -1.8709 -0.0061 -0.1344
H 4.9515 -2.3431 -1.8794 0.0872
H -2.3928 -2.6891 -4.5373 0.0844
O 0.2823 2.7670 -0.6198 -0.2075
H 0.6926 -0.3759 2.6906 0.0902
H -3.8798 -1.9453 -1.9906 0.0766
H 2.0683 2.0043 -4.5835 0.0787
C 0.4145 -3.7367 0.8223 -0.1399
H 0.2507 4.1380 0.8870 0.0815
H -0.8099 0.7023 2.6913 0.0829
H -4.5388 -2.2379 -0.3850 0.0837
O -2.5051 -1.9386 -0.4010 -0.1583
C 4.4169 -2.0630 -0.9724 -0.1338
H -4.1300 -1.1615 2.8395 0.0821
H 3.1970 1.0486 2.7576 0.0620
H -1.8985 -1.2020 -0.5567 0.0227
```

Values from the calculation:
E_HOMO, eV: -10.0
Spin multiplicity: 1
Total charge: 0
Energy relative to the best compared isomer or geometry (same formula, charge and spin), kcal per mole: 0.0
Structure (SMILES): COP(=O)(OC)OC.CO.CO.CO.CO.CO.CO.CO.CO.CO.CO
DFT total energy, eV: -52226.6341
E_LUMO, eV: 0.300

---

No. 2
DFT (ωB97M-V/def2-TZVPD) results for C13H52F3N26O13Y as an isolated structure.

XYZ file:
```
108
Properties=species:S:1:pos:R:3:lowdin_charge:R:1
H -8.5883 -4.6035 34.2864 0.1266
H -6.1729 -1.4586 29.5318 0.1038
H -10.4793 -1.9302 33.7980 0.0573
C -12.9422 0.9913 33.9775 -0.8441
N -5.8076 1.6492 29.6203 0.1995
H -9.9402 -5.1884 28.1756 0.1436
H -14.7945 -2.6477 32.6001 0.1092
H -13.3052 -2.9005 29.6888 0.1132
H -12.0025 -4.7595 31.0726 0.0916
H -6.2539 2.5553 29.6229 0.1288
N -6.0441 -4.5318 28.6880 0.1399
N -14.8415 1.9067 30.4232 0.1510
O -9.9291 -3.5871 30.0896 -0.0800
H -10.6918 -1.4449 35.4489 0.0656
N -13.5250 -2.4012 28.8388 0.2281
O -16.5590 -2.8178 35.6443 0.0235
H -13.9248 -0.8807 27.1217 0.1287
H -17.4019 0.3882 29.6063 0.1176
H -15.1307 2.6432 29.7954 0.1107
H -12.1935 3.5061 29.8817 0.1223
C -9.4279 -2.9142 35.1335 -0.7712
C -5.5824 -5.0534 29.8112 -0.7240
H -6.7712 -2.5665 33.0524 0.0679
H -12.3935 -0.0858 27.4249 0.1318
H -11.8777 -3.1632 31.8126 0.0457
H -6.1133 -3.5649 34.3833 0.1268
N -5.7906 -0.5238 29.5264 0.1951
N -13.0601 0.1550 33.0006 0.1798
N -10.0642 3.1079 30.3370 0.2065
N -11.9241 1.1912 38.0498 0.1850
C -12.6290 -1.6146 28.5150 -0.7779
H -5.5523 -1.6585 31.6662 0.0516
H -12.3000 -0.3039 32.5191 0.0647
H -9.1412 3.0097 33.4944 0.1207
H -16.6679 1.8680 28.9903 0.0997
N -9.6765 -5.5697 29.0729 0.2155
H -6.9378 -3.8600 30.8256 0.0336
H -16.4368 -2.1012 37.9217 0.1356
N -11.9623 2.5453 29.6732 0.1965
H -10.1875 1.8112 33.0331 0.1012
H -14.4182 -2.4073 28.3675 0.1392
H -3.9022 -1.1984 32.1654 0.1115
F -10.8869 -1.5339 32.0642 -0.4947
H -12.7587 1.9448 29.5146 0.0972
O -10.5041 0.9813 30.0394 -0.0145
N -15.0376 -1.2430 35.6701 0.1667
O -14.4961 -4.9162 31.9323 0.0903
H -4.8168 1.6514 29.4244 0.1268
H -11.2128 0.0958 34.3739 0.0688
H -6.9151 -4.0737 28.4611 0.0928
H -13.0519 -2.1689 32.5905 0.0548
H -14.0268 0.1995 32.7117 0.0750
C -6.4658 0.5775 29.4659 -0.8083
N -16.6485 1.0608 29.5970 0.1525
H -14.4796 -0.5410 36.1347 0.0563
H -5.6462 -4.5816 31.7802 0.0894
C -8.3220 1.3155 32.8497 -0.7319
O -4.7603 -5.9352 29.7004 0.0271
C -4.8584 -2.3597 33.4161 -0.7752
H -11.7858 1.1363 35.6027 0.0865
C -10.7867 2.1338 29.9309 -0.7687
H -11.2263 -1.0003 37.6965 0.1416
N -10.1289 -1.9005 34.7448 0.1813
H -9.1166 2.9919 30.6665 0.1231
N -16.1750 -1.3564 37.2917 0.1817
F -7.7236 -2.2073 31.0011 -0.5000
F -9.0964 -1.5891 27.9559 -0.6081
N -4.8193 -1.5761 32.3561 0.1643
H -10.9190 1.2252 37.9565 0.1259
H -12.5297 -1.3946 36.5671 0.1312
H -14.9213 -1.4626 34.6911 0.1037
H -9.8451 -4.9857 32.0305 0.0955
O -11.5460 -1.5356 29.1120 -0.0798
O -3.8460 -2.6654 34.0572 -0.0006
N -12.0261 -0.7331 37.1406 0.1825
H -6.5609 1.3958 32.1735 0.1057
N -13.8050 -2.8397 32.5360 0.1537
N -9.2568 2.0142 33.3688 0.1903
C -13.6830 -4.0614 32.0057 -0.7519
Y -9.5128 -1.1270 30.2191 1.5957
H -9.6308 -6.5749 29.1600 0.1316
H -9.5586 -6.4729 31.1774 0.1214
N -6.1771 -4.5171 30.9234 0.1621
O -7.6471 0.4312 29.4248 -0.0111
O -15.5911 -0.0196 31.3111 0.0372
H -6.8693 2.3828 33.6721 0.1244
H -14.1368 2.0041 31.1401 0.1037
N -11.8133 0.8666 34.6298 0.1892
N -13.0426 -0.8369 27.6114 0.1989
H -15.4414 -0.6676 37.3783 0.0732
O -9.1586 -3.1072 36.3222 0.0057
N -8.9943 -3.6843 34.1840 0.1755
N -7.0782 1.6581 33.0004 0.2124
O -13.8199 1.7353 34.1819 0.0858
C -9.7579 -4.8195 30.0822 -0.7641
H -5.6885 -4.7932 27.7795 0.1063
O -13.8932 0.3477 37.5478 0.0366
O -8.6735 0.2730 32.2324 -0.0762
C -16.0313 -1.8347 36.1513 -0.8677
N -9.5344 -5.4634 31.1966 0.1886
H -12.3638 2.0844 38.2204 0.1324
C -12.6821 0.2350 37.6162 -0.7904
N -12.4027 -4.0010 31.6061 0.1375
H -8.7421 -3.1165 33.3878 0.0818
H -10.4859 3.9985 30.1153 0.1233
C -15.7215 0.9481 30.5676 -0.7060
N -6.0128 -2.8988 33.6308 0.1706
H -4.8165 -0.3748 29.3051 0.1182
```

Values from the calculation:
E_HOMO, eV: -8.4
Spin multiplicity: 1
Total charge: 0
DFT total energy, eV: -88893.9603
E_LUMO, eV: -0.751

---

Q: Look up the E_HOMO of the second one.
A: -8.4 eV

---

Q: Which value of E_LUMO does entry 1 give?
A: 0.300 eV

---

Q: The highest E_LUMO belongs to which entry?
A: C13H49O14P